{"formula": "C33H51AsBMnN2O3S2Si3", "method": "ωB97M-V/def2-TZVPD", "elements": ["Mn", "C", "C", "N", "C", "C", "C", "S", "N", "C", "O", "C", "C", "C", "C", "C", "C", "H", "H", "H", "H", "H", "H", "H", "H", "H", "H", "H", "H", "H", "H", "H", "O", "B", "O", "C", "C", "C", "C", "C", "C", "H", "H", "H", "H", "S", "C", "C", "C", "C", "C", "C", "H", "H", "H", "H", "H", "C", "Si", "C", "C", "As", "Si", "C", "C", "C", "Si", "C", "C", "C", "H", "H", "H", "H", "H", "H", "H", "H", "H", "H", "H", "H", "H", "H", "H", "H", "H", "H", "H", "H", "H", "H", "H", "H", "H", "H", "H"], "xyz": [[0.158, 0.027, -0.109], [5.413, -0.736, 2.161], [5.122, -1.036, 0.699], [4.101, -2.073, 0.526], [4.537, -3.460, 0.765], [4.062, -4.027, 2.094], [2.838, -1.821, 0.183], [2.379, -0.158, -0.049], [2.065, -2.897, 0.025], [0.782, -2.903, -0.287], [-0.038, -1.923, -0.309], [0.242, -4.256, -0.615], [-1.042, -4.399, -1.126], [-1.546, -5.650, -1.442], [-0.764, -6.778, -1.245], [0.524, -6.647, -0.741], [1.027, -5.396, -0.432], [6.130, 0.082, 2.235], [5.838, -1.599, 2.673], [4.500, -0.441, 2.681], [6.021, -1.387, 0.190], [4.795, -0.136, 0.188], [5.626, -3.445, 0.723], [4.179, -4.074, -0.058], [4.432, -3.442, 2.936], [4.427, -5.048, 2.207], [2.974, -4.045, 2.135], [-1.628, -3.514, -1.303], [-2.546, -5.745, -1.846], [-1.153, -7.758, -1.489], [1.138, -7.525, -0.588], [2.027, -5.290, -0.038], [-3.320, -2.557, 1.183], [-3.017, -1.663, 0.188], [-3.578, -1.986, -1.022], [-4.288, -3.150, -0.768], [-5.043, -3.900, -1.639], [-5.648, -5.033, -1.101], [-5.490, -5.380, 0.239], [-4.719, -4.612, 1.107], [-4.130, -3.495, 0.562], [-5.157, -3.622, -2.677], [-6.257, -5.659, -1.740], [-5.978, -6.269, 0.616], [-4.584, -4.873, 2.147], [-2.117, -0.082, 0.494], [-3.533, 1.005, 0.683], [-4.819, 0.496, 0.842], [-5.878, 1.366, 1.042], [-5.667, 2.737, 1.095], [-4.385, 3.233, 0.935], [-3.320, 2.370, 0.724], [-5.027, -0.566, 0.823], [-6.875, 0.962, 1.162], [-6.497, 3.410, 1.259], [-4.208, 4.301, 0.967], [-2.324, 2.761, 0.575], [3.962, 2.756, 0.501], [2.779, 3.174, -0.892], [3.207, 2.318, -2.503], [3.003, 5.013, -1.164], [0.524, 2.474, -0.312], [0.412, 3.424, 1.910], [-1.242, 3.571, 2.758], [1.453, 2.216, 2.892], [1.148, 5.142, 1.880], [-0.656, 3.209, -2.286], [-2.494, 3.471, -2.165], [0.079, 4.802, -2.922], [-0.323, 1.763, -3.429], [4.968, 2.711, 0.071], [3.763, 1.809, 0.998], [3.970, 3.553, 1.247], [4.288, 2.163, -2.557], [2.925, 2.948, -3.350], [2.730, 1.345, -2.615], [4.088, 5.161, -1.141], [2.577, 5.645, -0.387], [2.647, 5.359, -2.130], [-1.756, 2.620, 2.900], [-1.925, 4.273, 2.282], [-0.995, 3.969, 3.748], [1.335, 1.188, 2.544], [1.157, 2.243, 3.943], [2.515, 2.456, 2.832], [0.717, 5.740, 1.075], [2.232, 5.137, 1.762], [0.917, 5.644, 2.822], [-2.776, 4.249, -1.456], [-3.052, 2.565, -1.931], [-2.797, 3.806, -3.163], [0.263, 5.512, -2.115], [-0.632, 5.263, -3.611], [1.013, 4.644, -3.463], [-0.441, 0.810, -2.909], [0.688, 1.794, -3.839], [-1.028, 1.765, -4.264]], "atomic_forces_ev_per_a": [[0.104, -0.559, -0.103], [-0.010, 0.024, 0.006], [-0.033, -0.013, -0.002], [0.038, -0.009, 0.011], [0.001, 0.026, -0.016], [-0.009, -0.008, -0.005], [-0.093, -0.152, 0.097], [0.087, 0.040, -0.092], [-0.025, 0.086, -0.104], [0.034, -0.008, 0.072], [-0.113, -0.062, 0.067], [0.038, -0.011, -0.014], [-0.017, 0.044, -0.027], [-0.007, 0.012, 0.006], [0.012, -0.008, 0.003], [-0.010, -0.009, 0.000], [-0.009, 0.029, 0.065], [0.000, -0.006, -0.003], [-0.010, -0.003, -0.003], [-0.001, 0.005, -0.006], [0.002, -0.004, 0.015], [0.013, -0.007, -0.029], [-0.001, -0.009, 0.018], [-0.009, 0.001, -0.014], [-0.002, 0.006, -0.005], [0.001, 0.009, 0.001], [0.006, -0.006, 0.002], [-0.128, 0.117, -0.044], [-0.017, 0.021, 0.014], [0.003, 0.006, 0.005], [-0.004, 0.002, 0.000], [0.005, 0.010, -0.005], [0.036, -0.015, -0.065], [0.149, -0.105, -0.069], [0.006, -0.002, 0.027], [-0.008, -0.008, -0.016], [0.020, 0.002, 0.002], [0.000, -0.020, 0.009], [0.000, -0.011, -0.014], [0.025, 0.002, -0.016], [0.033, -0.033, 0.013], [-0.007, 0.005, 0.004], [0.002, 0.004, 0.005], [0.004, 0.007, -0.003], [-0.004, 0.001, -0.007], [-0.330, -0.020, 0.153], [0.045, 0.018, -0.027], [0.004, -0.043, 0.021], [-0.017, 0.032, 0.004], [-0.007, -0.029, -0.003], [0.018, 0.026, -0.012], [0.008, 0.041, -0.087], [0.050, -0.006, 0.015], [0.003, 0.006, 0.001], [0.005, -0.007, -0.004], [0.001, -0.009, -0.002], [0.010, -0.004, -0.004], [0.032, -0.034, 0.056], [-0.013, -0.123, -0.020], [0.015, -0.052, 0.025], [-0.031, 0.001, 0.037], [-0.002, 0.684, 0.076], [0.125, 0.071, -0.061], [-0.036, -0.096, -0.051], [0.038, -0.012, 0.019], [-0.005, 0.008, -0.026], [0.086, -0.001, 0.022], [-0.030, -0.064, 0.119], [0.019, 0.015, 0.000], [0.043, 0.001, -0.001], [-0.001, 0.021, -0.008], [0.025, 0.095, -0.021], [-0.005, 0.011, 0.005], [-0.010, 0.025, -0.001], [-0.022, -0.020, -0.004], [0.026, -0.017, 0.016], [-0.009, 0.030, -0.012], [-0.007, -0.015, -0.017], [-0.024, 0.006, -0.025], [0.009, 0.025, 0.005], [0.000, 0.018, 0.003], [-0.025, -0.005, 0.003], [-0.023, -0.014, 0.010], [0.001, 0.050, 0.001], [-0.022, -0.003, 0.008], [0.004, 0.024, 0.019], [-0.007, -0.003, -0.011], [0.019, -0.024, 0.014], [-0.011, 0.007, 0.001], [-0.007, 0.002, 0.014], [-0.018, -0.012, 0.011], [-0.003, 0.031, -0.010], [0.014, -0.024, -0.023], [0.013, 0.003, 0.020], [-0.047, -0.028, -0.030], [-0.011, -0.015, 0.018], [0.011, 0.040, -0.010]], "lowdin_charge": [0.124, -0.062, -0.231, -0.108, -0.189, -0.066, -0.608, 0.742, 0.113, -0.370, -0.168, -0.122, -0.007, -0.055, -0.065, -0.064, -0.015, 0.082, 0.070, 0.079, 0.125, 0.054, 0.120, 0.112, 0.067, 0.082, 0.067, 0.100, 0.103, 0.109, 0.108, 0.097, 0.192, -0.848, 0.175, -0.199, 0.016, -0.071, -0.066, 0.027, -0.184, 0.128, 0.109, 0.110, 0.129, 1.053, -0.449, -0.066, -0.052, -0.062, -0.071, -0.166, 0.109, 0.116, 0.111, 0.113, 0.042, -0.234, 0.311, -0.220, -0.198, 0.797, 0.329, -0.209, -0.210, -0.214, 0.325, -0.205, -0.211, -0.208, 0.046, -0.038, 0.029, 0.041, 0.028, 0.001, 0.049, 0.013, 0.014, 0.035, 0.029, 0.048, 0.001, 0.043, 0.020, 0.032, 0.016, 0.042, 0.033, 0.031, 0.047, 0.029, 0.041, 0.022, 0.012, 0.022, 0.044], "total_charge": 1, "orbital_gap_ha": [0.3255, 0.2960], "spin_multiplicity": 4, "fmax_ev_per_a": 0.7, "total_energy_ha": -6699.86253, "de_lowest_kj_mol": 0.0, "s_squared": 3.80}